163
Properties=species:S:1:pos:R:3:mulliken_charge:R:1 method="wB97M-V/def2-TZVPD" homo_ev=-8.17 orbital_gap_ha=0.306 smiles=CC1(C)CCCC(C)(C)N1O.CC1(C)CCCC(C)(C)N1O.CC1(C)CCCC(C)(C)N1O.CC1(C)CCCC(C)(C)N1O.OCCO.OCCO.OCCO.OCCO.O charge=0 fmax_ev_per_a=3.248
C -19.679 -16.061 -20.827 -2.152
C -18.428 -15.953 -19.906 1.689
C -17.942 -14.471 -20.038 -1.464
C -18.852 -16.229 -18.448 -1.263
C -17.688 -16.139 -17.451 -0.857
C -16.598 -17.107 -17.844 -1.380
C -16.223 -17.235 -19.338 3.245
C -15.195 -16.129 -19.716 -1.998
C -15.617 -18.655 -19.536 -1.617
N -17.445 -17.017 -20.190 0.332
O -17.104 -17.056 -21.559 -0.319
H -19.487 -15.913 -21.888 0.364
H -20.191 -16.997 -20.609 0.459
H -20.217 -15.171 -20.501 0.462
H -18.729 -13.778 -20.346 0.348
H -17.738 -14.021 -19.059 0.188
H -17.048 -14.205 -20.601 0.122
H -19.449 -15.405 -18.040 0.437
H -19.437 -17.143 -18.365 0.344
H -17.301 -15.116 -17.438 0.181
H -18.077 -16.239 -16.436 0.417
H -16.779 -18.111 -17.449 0.054
H -15.666 -16.830 -17.338 0.547
H -15.345 -15.617 -20.664 0.246
H -14.146 -16.447 -19.807 0.516
H -14.983 -15.392 -18.935 0.353
H -15.310 -18.701 -20.581 -0.027
H -16.353 -19.455 -19.431 0.612
H -14.819 -18.841 -18.822 -0.245
H -17.137 -18.014 -21.668 0.339
C -12.816 -10.524 -20.634 -1.862
C -14.028 -11.367 -21.008 2.096
C -13.636 -12.632 -21.781 -1.611
C -14.594 -11.930 -19.630 -0.721
C -15.374 -10.955 -18.773 -0.939
C -16.471 -10.469 -19.767 -0.958
C -15.972 -9.796 -21.031 1.638
C -17.269 -9.699 -21.877 -1.686
C -15.376 -8.391 -20.690 -1.810
N -15.080 -10.669 -21.765 0.337
O -14.682 -10.042 -22.973 -0.496
H -12.249 -10.278 -21.536 0.349
H -13.124 -9.563 -20.220 0.399
H -12.160 -10.913 -19.856 0.368
H -13.191 -12.346 -22.738 0.573
H -12.888 -13.080 -21.128 0.389
H -14.501 -13.241 -22.014 -0.358
H -15.081 -12.900 -19.761 -0.278
H -13.747 -12.240 -19.005 0.546
H -15.812 -11.454 -17.905 0.486
H -14.779 -10.175 -18.294 0.410
H -17.068 -9.805 -19.137 0.440
H -17.011 -11.381 -20.024 -0.075
H -17.844 -10.634 -21.876 0.293
H -17.138 -9.411 -22.917 0.395
H -18.064 -9.163 -21.346 0.442
H -16.110 -7.590 -20.732 0.392
H -14.512 -8.192 -21.323 0.359
H -14.955 -8.435 -19.683 0.353
H -14.858 -10.751 -23.602 0.365
C -16.387 -20.600 -15.129 -1.943
C -15.122 -19.948 -14.568 2.518
C -14.088 -19.817 -15.713 -2.375
C -15.475 -18.547 -14.089 -0.450
C -16.020 -18.543 -12.660 -1.214
C -15.086 -19.231 -11.660 -1.088
C -14.860 -20.703 -12.063 1.487
C -13.683 -21.234 -11.266 -1.988
C -16.138 -21.584 -11.838 -1.610
N -14.483 -20.778 -13.512 0.159
O -14.270 -22.094 -13.912 -0.454
H -17.043 -20.965 -14.337 0.325
H -16.927 -19.770 -15.582 0.229
H -16.205 -21.473 -15.755 0.593
H -13.126 -19.363 -15.473 0.523
H -13.947 -20.827 -16.104 0.508
H -14.459 -19.193 -16.531 0.236
H -14.616 -17.873 -14.135 0.514
H -16.294 -18.019 -14.583 -0.305
H -16.029 -17.479 -12.391 0.522
H -17.092 -18.752 -12.654 0.379
H -15.466 -19.124 -10.646 0.458
H -14.119 -18.746 -11.811 0.355
H -13.521 -22.312 -11.301 0.356
H -13.814 -21.003 -10.207 0.380
H -12.814 -20.751 -11.714 0.460
H -17.009 -21.068 -12.245 0.328
H -16.440 -21.725 -10.798 0.430
H -16.056 -22.580 -12.268 0.377
H -15.100 -22.573 -13.763 0.310
C -26.054 -17.829 -24.719 -2.060
C -24.648 -18.090 -25.258 1.782
C -24.704 -18.297 -26.762 -1.852
C -23.817 -16.846 -24.956 -1.252
C -23.357 -16.725 -23.490 -0.990
C -22.636 -17.998 -23.126 -0.373
C -23.480 -19.316 -23.300 1.816
C -22.439 -20.408 -23.158 -2.097
C -24.557 -19.542 -22.224 -1.713
N -23.980 -19.289 -24.678 0.522
O -24.689 -20.458 -24.969 -0.556
H -26.640 -18.738 -24.575 0.400
H -26.086 -17.344 -23.742 0.373
H -26.520 -17.170 -25.454 0.469
H -23.776 -18.749 -27.119 0.383
H -25.585 -18.826 -27.119 0.348
H -24.681 -17.309 -27.231 0.447
H -22.976 -16.774 -25.652 0.423
H -24.419 -15.954 -25.151 0.461
H -22.721 -15.860 -23.294 0.403
H -24.246 -16.545 -22.879 0.383
H -22.416 -17.948 -22.056 0.447
H -21.716 -18.084 -23.704 -0.352
H -22.922 -21.386 -23.067 0.468
H -21.904 -20.372 -22.207 0.434
H -21.777 -20.335 -24.022 0.350
H -24.870 -20.580 -22.107 0.331
H -25.453 -18.943 -22.396 0.316
H -24.246 -19.229 -21.223 0.382
H -24.090 -21.085 -25.388 0.329
O -15.441 -24.425 -19.941 -0.549
C -16.498 -23.573 -20.365 -0.041
C -16.997 -22.796 -19.192 -0.006
O -17.398 -23.670 -18.116 -0.570
H -14.893 -24.541 -20.720 0.308
H -16.080 -22.880 -21.106 0.049
H -17.253 -24.218 -20.835 0.272
H -17.993 -22.432 -19.459 0.231
H -16.322 -22.019 -18.834 -0.023
H -16.714 -24.349 -18.040 0.367
O -10.580 -18.019 -19.677 -0.558
C -11.429 -18.661 -18.713 0.187
C -10.645 -19.674 -17.891 -0.236
O -9.506 -19.037 -17.308 -0.548
H -9.700 -17.976 -19.285 0.343
H -11.959 -17.874 -18.170 0.135
H -12.148 -19.193 -19.342 -0.110
H -10.272 -20.472 -18.537 0.330
H -11.448 -20.082 -17.267 0.185
H -9.266 -19.647 -16.601 0.309
O -19.187 -18.170 -27.703 -0.545
C -19.790 -18.795 -26.592 -0.093
C -18.909 -18.898 -25.345 -0.271
O -19.091 -17.753 -24.536 -0.449
H -18.394 -18.655 -27.946 0.332
H -20.734 -18.290 -26.386 -0.033
H -20.125 -19.812 -26.846 0.282
H -17.879 -18.966 -25.713 0.270
H -19.064 -19.869 -24.868 0.343
H -19.553 -17.965 -23.721 0.186
O -15.313 -18.812 -23.293 -0.365
C -14.431 -19.834 -23.744 -0.426
C -13.441 -20.274 -22.671 -0.727
O -14.022 -21.268 -21.807 -0.420
H -14.791 -18.260 -22.700 0.115
H -15.049 -20.646 -24.127 0.360
H -13.864 -19.387 -24.572 0.319
H -12.848 -19.572 -22.090 0.437
H -12.687 -20.820 -23.256 0.420
H -14.167 -22.087 -22.281 0.239
O -14.625 -15.196 -23.592 -0.601
H -15.326 -15.611 -24.111 0.323
H -15.027 -14.398 -23.241 0.419

184
Properties=species:S:1:pos:R:3:lowdin_spin:R:1 method="wB97M-V/def2-TZVPD" multiplicity=5 homo_ev="-8.44 / -8.44" orbital_gap_ha="0.294 / 0.300" charge=0 fmax_ev_per_a=5.448
Cr 2.645 -3.049 -0.879 3.807
C 3.202 -1.000 2.573 0.002
F 3.235 -0.640 3.898 0.000
F 3.050 0.158 1.848 0.000
F 4.386 -1.569 2.227 0.001
S 1.779 -2.272 2.185 0.010
O 2.445 -3.560 2.435 0.006
O 0.664 -2.044 3.149 0.008
N 1.613 -1.986 0.500 0.043
S 0.324 -1.109 0.488 0.011
O -0.906 -1.876 0.561 0.005
O 0.421 0.071 1.314 0.005
C 0.379 -0.231 -1.243 0.001
F -0.811 -0.102 -1.685 0.000
F 0.953 0.959 -1.249 0.000
F 1.070 -0.851 -2.172 0.010
C 5.795 -0.700 -0.521 0.001
C 4.780 -1.710 -0.937 0.017
O 3.728 -1.308 -1.522 0.007
O 4.798 -2.880 -0.515 0.009
H 6.816 -1.080 -0.486 0.000
H 5.499 -0.270 0.436 0.001
H 5.858 0.115 -1.241 0.000
C -0.707 1.385 4.693 0.000
C -1.792 2.448 5.064 0.000
C -3.247 2.287 4.478 0.000
O -3.914 3.414 4.829 0.000
C -5.285 3.494 4.315 0.000
N -1.811 2.784 6.449 0.000
H -0.534 1.352 3.617 0.000
H -0.965 0.329 4.775 0.000
H 0.264 1.576 5.149 0.000
H -1.282 3.255 4.537 0.000
H -3.661 1.418 4.989 0.000
H -3.228 2.116 3.402 0.000
H -5.869 2.612 4.580 0.000
H -5.228 3.842 3.284 0.000
H -5.859 4.364 4.634 0.000
H -2.343 2.166 7.046 0.000
H -2.454 3.558 6.529 0.000
C -0.767 -3.339 -2.338 0.003
O 0.355 -3.772 -1.488 0.030
C -0.006 -4.801 -0.651 0.002
C 1.126 -5.787 -0.367 0.004
N 2.389 -5.102 0.109 0.001
C 3.460 -6.121 0.074 0.001
C 3.942 -6.443 -1.341 0.004
O 5.044 -7.404 -1.191 0.001
C 5.391 -8.120 -2.387 0.000
H -0.888 -4.118 -3.090 0.000
H -0.381 -2.428 -2.795 0.000
H -1.753 -3.263 -1.880 0.000
H -0.921 -5.305 -0.962 0.000
H -0.344 -4.429 0.317 0.000
H 1.264 -6.312 -1.312 0.000
H 0.761 -6.506 0.365 0.000
H 2.234 -4.806 1.062 0.003
H 3.227 -7.054 0.587 -0.001
H 4.320 -5.733 0.619 0.000
H 4.234 -5.568 -1.922 0.004
H 3.204 -6.894 -2.004 0.000
H 5.115 -7.625 -3.318 0.000
H 5.160 -9.181 -2.482 0.000
H 6.481 -8.084 -2.400 0.000
C -3.772 -2.492 0.401 0.000
O -4.713 -1.394 0.380 0.000
C -4.070 -0.117 0.435 0.000
C -5.121 0.958 0.714 0.000
N -6.007 1.216 -0.334 0.000
C -6.856 2.429 -0.295 0.000
C -7.763 2.606 -1.472 0.000
O -8.594 1.521 -1.757 0.000
C -9.545 1.237 -0.850 0.000
H -4.344 -3.416 0.487 0.000
H -3.190 -2.492 1.323 0.000
H -3.208 -2.487 -0.531 0.000
H -3.469 0.110 -0.446 0.000
H -3.398 -0.068 1.291 0.000
H -4.573 1.825 1.082 0.000
H -5.667 0.626 1.597 0.000
H -6.412 0.377 -0.725 0.000
H -6.348 3.388 -0.185 0.000
H -7.477 2.420 0.601 0.000
H -7.091 2.842 -2.298 0.000
H -8.390 3.472 -1.259 0.000
H -10.255 2.042 -0.662 0.000
H -9.111 0.980 0.116 0.000
H -10.101 0.343 -1.131 0.000
C -1.576 7.594 -4.577 0.000
O -0.997 6.365 -4.284 0.000
C -1.657 5.478 -3.417 0.000
C -1.535 5.815 -1.883 0.000
N -0.122 5.788 -1.443 0.000
C 0.158 4.724 -0.471 0.000
C 1.664 4.309 -0.151 0.000
O 2.041 3.589 -1.222 0.000
C 3.312 2.889 -1.117 0.000
H -2.352 7.533 -5.340 0.000
H -0.769 8.080 -5.125 0.000
H -1.776 8.299 -3.770 0.000
H -1.408 4.422 -3.520 0.000
H -2.717 5.612 -3.638 0.000
H -2.187 5.124 -1.351 0.000
H -2.027 6.762 -1.662 0.000
H 0.527 5.592 -2.191 0.000
H -0.211 3.751 -0.794 0.000
H -0.414 4.852 0.447 0.000
H 1.687 3.794 0.809 0.000
H 2.314 5.182 -0.109 0.000
H 3.120 1.932 -1.602 0.000
H 3.654 2.554 -0.138 0.000
H 4.128 3.389 -1.639 0.000
C 1.014 -2.871 13.822 0.000
O 1.272 -2.642 12.443 0.000
C 2.652 -2.599 12.101 0.000
C 2.856 -2.298 10.562 0.000
N 3.096 -0.873 10.180 0.000
C 3.642 -0.619 8.840 0.000
C 3.102 -1.298 7.516 0.000
O 3.565 -2.627 7.352 0.000
C 2.921 -3.200 6.186 0.000
H 0.991 -3.897 14.189 0.000
H -0.035 -2.663 14.032 0.000
H 1.735 -2.431 14.512 0.000
H 3.222 -3.501 12.321 0.000
H 3.227 -1.853 12.649 0.000
H 1.981 -2.719 10.066 0.000
H 3.712 -2.919 10.300 0.000
H 2.220 -0.410 9.983 0.000
H 4.640 -1.048 8.928 0.000
H 3.904 0.435 8.746 0.000
H 3.417 -0.615 6.727 0.000
H 2.020 -1.242 7.395 0.000
H 3.149 -4.265 6.148 0.000
H 3.530 -2.893 5.336 0.000
H 1.865 -2.947 6.089 0.000
C 3.345 1.230 -8.298 0.000
O 3.903 1.047 -7.003 0.000
C 2.988 0.439 -6.185 0.000
C 3.562 0.314 -4.743 0.000
N 4.324 -0.971 -4.497 0.001
C 5.721 -0.921 -4.962 0.000
C 6.569 -2.075 -4.523 0.000
O 5.808 -3.156 -5.069 0.000
C 5.996 -4.257 -4.200 0.000
H 3.025 0.267 -8.698 0.000
H 4.104 1.696 -8.927 0.000
H 2.460 1.866 -8.294 0.000
H 2.746 -0.568 -6.525 0.000
H 2.110 1.085 -6.179 0.000
H 2.685 0.270 -4.097 0.000
H 4.095 1.228 -4.480 0.000
H 4.273 -1.219 -3.519 0.000
H 6.085 0.037 -4.591 0.000
H 5.863 -0.819 -6.038 0.000
H 6.638 -2.059 -3.436 0.000
H 7.530 -1.902 -5.006 0.000
H 6.110 -5.106 -4.874 0.000
H 5.097 -4.324 -3.588 0.001
H 6.853 -4.233 -3.526 0.000
C -3.497 4.449 -6.003 0.000
O -4.572 3.975 -6.786 0.000
C -5.817 3.857 -5.991 0.000
C -5.788 2.896 -4.772 0.000
N -5.480 1.549 -5.171 0.000
C -4.908 0.737 -4.009 0.000
C -3.498 1.108 -3.577 0.000
O -2.539 1.235 -4.653 0.000
C -1.143 1.202 -4.425 0.000
H -2.539 4.477 -6.523 0.000
H -3.407 3.774 -5.151 0.000
H -3.622 5.484 -5.685 0.000
H -6.576 3.564 -6.717 0.000
H -5.960 4.878 -5.636 0.000
H -6.791 2.889 -4.346 0.000
H -5.159 3.210 -3.939 0.000
H -4.685 1.626 -5.790 0.000
H -4.816 -0.297 -4.341 0.000
H -5.580 0.805 -3.154 0.000
H -3.244 0.253 -2.950 0.000
H -3.576 2.098 -3.128 0.000
H -0.710 1.745 -5.265 0.000
H -0.670 0.250 -4.667 0.000
H -0.849 1.741 -3.524 0.000

Calculated E in order - -79850.3491, -164519.8840 eV